This record from OMol25 describes a molecular structure, C18H20O6 at a distorted geometry. The level of theory is ωB97M-V with the def2-TZVPD basis set.

Each line ends with the natural charge from an NBO analysis.
Geometry (Å):
1 C 0.0850 1.2585 2.5239  -0.630
2 C -1.5008 1.3477 2.4058  -0.414
3 H -1.9087 0.3739 2.7895  0.205
4 H -1.7228 2.2593 3.0518  0.209
5 C -2.0406 1.8536 0.8686  -0.437
6 C -1.9666 0.6709 0.1279  -0.125
7 C -1.6220 -0.5670 0.5590  -0.041
8 C -1.5893 -1.7657 -0.6491  -0.290
9 C -2.0835 -1.4860 -1.9074  0.409
10 C -2.5525 -0.1924 -2.1765  -0.334
11 C -2.2060 0.7174 -1.2016  0.417
12 O -2.5487 2.1044 -1.6445  -0.755
13 H -3.1287 2.2619 -2.6076  0.500
14 H -2.8193 -0.0925 -3.1201  0.226
15 O -2.2880 -2.4291 -2.8773  -0.664
16 H -2.0136 -3.2516 -2.2260  0.510
17 C -1.2633 -3.0055 -0.2132  0.538
18 O -1.3638 -4.0062 -0.8870  -0.601
19 C -0.1474 -3.4054 0.8530  -0.391
20 C 1.1729 -2.6422 0.6591  0.271
21 C 2.4478 -3.0974 0.3448  -0.259
22 C 3.3413 -2.0913 0.1198  -0.248
23 C 2.4585 -1.0926 -0.1570  0.203
24 C 2.6996 0.3182 -0.5842  0.710
25 O 3.8825 0.5906 -1.3697  -0.641
26 O 1.4758 0.9711 -0.8531  -0.540
27 C 1.4828 2.4705 -1.4301  0.001
28 C 2.2394 3.2294 -0.4587  -0.601
29 H 1.5376 3.4903 0.5711  0.178
30 H 3.1017 3.1083 -0.0708  0.226
31 H 2.2437 4.2631 -0.9494  0.223
32 H 2.2914 2.3343 -2.4152  0.212
33 H 0.5958 2.5314 -1.7020  0.179
34 O 1.0593 -1.2285 0.1207  -0.433
35 H 4.2418 -2.0509 -0.2654  0.249
36 H 2.8110 -4.3139 0.7090  0.230
37 H 0.0215 -4.3374 0.9228  0.209
38 H -0.5858 -2.8320 2.0924  0.158
39 H -1.2030 -0.9448 1.4119  0.206
40 H -1.1856 2.5158 0.6986  0.249
41 H -3.0866 2.0966 1.2548  0.256
42 H 0.5895 0.9484 3.6705  0.223
43 H 0.5057 0.7181 1.7060  0.212
44 H 0.5420 2.3988 2.3046  0.191

Summary:
Kohn-Sham gap in eV: 8.0234
ΔE to the lowest compared entry with this formula, charge and spin in eV: 15.9173
E in eV: -31260.662
M in g mol⁻¹: 332.35
HOMO energy in eV: -8.5873